No. 1
This record from OMol25 describes a 2-piece molecular cluster, C16H31F5N3O5S3 overall. The level of theory is ωB97M-V/def2-TZVPD.

Computed properties:
charge = +1
ΔE to the lowest compared entry with this formula, charge and spin = 437.2 kJ/mol

Each line ends with the Löwdin charge.
Atoms and positions in Å:
C -1.733 -2.945 -1.878  -0.072
C -1.639 -2.032 -0.558  -0.251
C -0.127 -1.915 0.042  -0.188
N 0.801 -3.000 -0.228  0.163
N 0.072 -0.768 0.730  -0.065
C 1.371 -0.410 1.333  -0.144
S 2.246 0.860 0.255  0.770
O 3.274 1.639 1.039  -0.348
O 1.283 1.844 -0.349  -0.398
C -1.243 -0.059 0.709  -0.243
S -1.429 1.627 1.417  0.877
O -2.652 1.579 2.316  -0.292
O -0.291 2.047 2.329  -0.287
C -1.708 3.020 0.228  -0.337
F -1.744 2.690 -1.130  0.075
F -0.631 3.933 0.383  0.082
C -3.025 3.891 0.607  -0.359
F -3.075 4.989 -0.286  0.110
F -4.216 3.189 0.432  0.108
F -2.901 4.475 1.884  0.124
C -1.810 -0.414 -0.763  -0.546
S -0.501 -0.141 -2.100  0.863
C -3.341 -0.106 -1.105  -0.147
C -3.620 0.553 -2.528  -0.210
C -4.976 1.456 -2.507  -0.168
C -4.837 2.766 -3.450  -0.269
N -5.427 3.997 -2.867  -0.027
H -0.690 -3.008 -2.338  0.077
H -2.441 -2.435 -2.613  0.085
H -2.142 -3.969 -1.605  0.101
H -2.424 -2.418 0.176  0.164
H 1.788 -2.705 -0.164  0.101
H 0.680 -3.683 0.551  0.148
H 1.303 0.077 2.363  0.147
H 2.103 -1.278 1.430  0.126
H 2.948 0.243 -0.796  0.114
H -1.908 -0.701 1.399  0.175
H -0.993 -0.651 -3.296  -0.050
H -3.810 0.512 -0.272  0.116
H -3.884 -1.122 -1.104  0.135
H -2.808 1.244 -2.918  0.073
H -3.811 -0.235 -3.346  0.121
H -5.250 1.785 -1.446  0.094
H -5.862 0.869 -2.908  0.109
H -5.407 2.573 -4.431  0.123
H -3.761 3.004 -3.737  0.105
H -6.404 4.142 -3.134  0.069
H -5.271 4.083 -1.859  0.045
C 5.466 -3.638 3.005  -0.077
C 5.632 -2.951 1.661  -0.281
O 5.075 -1.642 1.618  -0.198
C 5.626 -0.689 2.523  -0.276
C 7.106 -0.431 2.307  -0.069
H 4.416 -3.641 3.311  0.076
H 5.822 -4.669 2.954  0.083
H 6.032 -3.129 3.789  0.072
H 5.102 -3.535 0.902  0.111
H 6.682 -2.928 1.356  0.112
H 5.424 -0.986 3.558  0.111
H 5.080 0.243 2.357  0.097
H 7.705 -1.318 2.527  0.070
H 7.451 0.375 2.958  0.085
H 7.301 -0.155 1.268  0.086



No. 2
This record from OMol25 describes C16H31IrNP2Se as an isolated structure. The level of theory is ωB97M-V/def2-TZVPD.

Computed properties:
charge = +2
multiplicity = 6
ΔE to the lowest compared entry with this formula, charge and spin = 79.4 kJ/mol
expectation value of S² = 8.79

Each line ends with the Löwdin charge.
Atoms and positions in Å:
P -4.090 4.968 -0.471  0.587
P -3.767 2.772 -2.546  0.606
C -4.498 5.388 -2.244  -0.388
C -5.059 4.113 -2.837  -0.370
H -3.543 5.708 -2.684  0.085
H -5.177 6.242 -2.283  0.099
H -5.973 3.808 -2.307  0.075
H -5.336 4.234 -3.889  0.097
C -2.767 2.773 -4.076  -0.205
H -2.522 1.720 -4.304  -0.010
H -1.826 3.320 -3.940  0.055
H -3.363 3.198 -4.903  0.079
C -4.613 1.179 -2.780  -0.226
H -5.559 1.360 -3.313  0.069
H -4.783 0.732 -1.794  0.050
H -3.964 0.503 -3.366  -0.006
C -3.925 6.671 0.173  -0.193
H -3.128 6.725 0.918  0.049
H -4.868 7.007 0.634  0.070
H -3.670 7.351 -0.653  0.064
C -5.661 4.418 0.328  -0.214
H -6.126 3.578 -0.197  0.041
H -6.359 5.262 0.386  0.062
H -5.425 4.078 1.342  0.055
Ir -2.811 3.288 -0.720  0.803
C 0.303 -2.495 -2.904  -0.022
C 0.880 -1.972 -3.998  0.058
C 0.143 -1.208 -5.042  -0.097
C -0.766 -0.060 -4.437  -0.172
C -2.189 -0.371 -4.400  -0.032
C -2.850 -1.497 -4.252  -0.100
C -2.147 -2.731 -3.720  -0.134
C -1.144 -2.420 -2.553  -0.166
C -2.387 3.639 1.297  -0.277
H 0.904 -2.936 -2.103  0.130
H 1.956 -2.084 -4.147  0.154
H -0.484 -1.858 -5.673  0.153
H 0.864 -0.711 -5.702  0.133
H -0.413 0.167 -3.406  0.083
H -0.623 0.861 -5.036  0.132
H -1.859 4.519 -1.190  -0.014
H -3.904 -1.632 -4.514  0.127
H -1.625 -3.284 -4.518  0.126
H -2.911 -3.394 -3.299  0.128
H -1.356 -1.432 -2.091  0.094
H -1.321 -3.127 -1.722  0.138
H -2.755 2.763 1.850  0.020
H -2.800 4.567 1.721  -0.005
H -1.283 3.685 1.282  0.029
Se 0.708 -0.218 -0.644  0.994
C -0.604 0.965 -0.679  -0.697
N -1.505 1.737 -0.740  -0.116